99
Properties=species:S:1:pos:R:3:forces:R:3 method="wB97M-V/def2-TZVPD" e_lumo_ev="-7.1 / -7.5" orbital_gap_ev="6.61 / 6.46" spin_multiplicity=5 e_homo_ev="-13.73 / -14.01" total_charge=+2 de_lowest_ev=0.204
Os 0.079 0.011 0.135 -0.0297 -0.4101 -0.3940
C 4.027 0.138 1.419 -0.0114 -0.5776 0.0675
C 4.241 -1.356 1.057 -0.3114 0.5631 0.1216
C 5.536 -1.833 1.688 1.3183 0.4596 -1.8285
C 4.050 -1.408 -0.467 0.4745 -0.9434 0.9540
C 5.115 -1.439 -1.364 -0.6809 0.0971 -0.4584
C 4.816 -1.506 -2.755 2.7042 -0.4328 2.2131
C 3.542 -1.563 -3.185 -1.6798 0.7313 -0.4009
C 2.436 -1.483 -2.334 1.7789 0.2936 0.8461
C 1.035 -1.581 -2.764 -0.5291 -0.5082 0.2287
C 0.607 -3.030 -2.708 -0.0851 -1.2048 0.2309
C 0.703 -1.044 -4.108 -1.2393 0.7033 -1.1563
C 2.738 -1.443 -0.977 -0.0347 -0.5504 -0.1321
N 1.599 -1.581 -0.129 -0.5899 -0.8044 2.2748
C 1.443 -2.600 0.682 2.5563 0.2983 -2.4869
C 0.313 -2.736 1.512 -0.5280 0.8903 0.4349
N -0.460 -1.744 1.371 -2.4637 1.4259 0.9957
C -1.741 -1.596 2.083 0.5003 0.1158 -0.2148
C -2.805 -2.429 1.727 -0.0832 -0.3764 0.5200
C -3.991 -2.305 2.504 1.7085 -0.1601 -0.8697
C -4.119 -1.350 3.495 1.0579 -0.8887 -1.3250
C -3.048 -0.478 3.728 -0.8152 1.4127 -0.0970
C -1.832 -0.533 3.030 -0.5849 -2.3988 -0.6212
C -0.586 0.165 3.449 1.3088 2.3175 0.3457
C -0.995 1.414 4.314 0.0757 -1.5534 -0.0686
C 0.393 -0.736 4.291 -1.8265 1.1057 0.1885
C -2.686 -3.446 0.588 -0.4756 0.2317 -1.1811
C -3.952 -3.480 -0.307 -0.3908 0.7440 -0.5384
C -2.349 -4.913 0.893 0.3518 1.3050 2.4233
H 4.377 0.358 2.441 0.0487 0.1028 -0.5342
H 2.956 0.310 1.407 -0.4588 0.4754 -0.0848
H 4.498 0.756 0.629 -0.1119 -0.0963 0.7862
H 3.493 -1.987 1.587 0.1501 0.6167 -0.5949
H 6.361 -1.068 1.554 -0.8118 -0.9669 0.2778
H 5.866 -2.797 1.271 0.0005 0.2948 0.1375
H 5.309 -1.978 2.715 0.2475 0.0037 1.0526
H 6.169 -1.440 -1.028 -0.8572 0.0231 -0.1304
H 5.734 -1.630 -3.335 -0.7881 0.2397 -0.5958
H 3.302 -1.547 -4.209 0.0833 -0.2778 -1.3416
H 0.415 -1.160 -1.984 -0.3702 0.9663 0.2072
H 1.227 -3.592 -3.431 -0.4762 -0.0676 0.4228
H -0.459 -3.139 -2.943 0.2204 0.0117 -0.2596
H 0.722 -3.459 -1.690 0.1788 0.0927 -0.6554
H 1.063 -1.752 -4.825 -0.0159 -0.7165 -0.6755
H 1.198 -0.127 -4.447 -0.3618 0.1204 0.6837
H -0.424 -0.981 -4.243 1.3874 0.0934 0.0902
H 2.153 -3.414 0.670 0.3869 -0.0680 -0.1567
H 0.219 -3.528 2.245 -0.3361 -0.1509 -0.1371
H -4.748 -3.024 2.287 -0.6997 -0.1583 0.0219
H -5.060 -1.401 3.989 -0.3380 0.7540 0.7805
H -3.298 0.400 4.343 0.4441 -0.7510 0.0239
H 0.067 0.618 2.612 -0.9517 -0.7847 0.2677
H -1.719 0.972 5.021 0.9176 0.7641 0.4064
H -1.534 2.224 3.815 0.2698 -0.2057 -0.3287
H -0.064 1.748 4.756 -0.2786 0.4484 0.4889
H -0.241 -1.260 4.976 -0.3300 -0.3898 0.7312
H 1.113 -0.189 4.877 0.1879 0.5056 -0.0104
H 0.902 -1.481 3.762 0.7639 -0.9422 -1.1586
H -1.868 -3.149 -0.130 -0.5987 0.2316 0.8568
H -4.825 -4.016 0.135 0.7409 0.3940 -0.2102
H -3.672 -3.983 -1.250 -0.2813 -0.0280 0.4245
H -4.279 -2.455 -0.623 0.1785 -0.7955 0.4789
H -3.166 -5.446 1.414 0.4180 0.2680 -0.2041
H -1.433 -4.906 1.551 -0.7990 -0.6218 -0.7685
H -2.190 -5.325 -0.063 0.4751 -1.0523 -0.8550
Cl -2.319 -0.383 -1.462 0.0194 0.1215 -0.1318
C -3.071 1.160 -1.120 -1.7831 1.1390 0.3168
C -4.501 1.297 -1.193 2.0410 -0.2589 -0.9481
C -5.090 2.492 -0.804 2.3837 0.0684 0.8612
C -4.309 3.530 -0.219 0.2641 -1.8018 -1.2127
C -2.915 3.406 -0.228 -2.5444 -1.0934 -0.3848
C -2.311 2.253 -0.718 1.4044 -0.2889 0.1691
P -0.447 2.211 -0.747 -0.5155 -0.6314 0.4290
C 0.138 3.620 0.202 -1.2588 -1.6464 0.5490
C 0.260 3.520 1.579 0.7602 -0.1525 0.5740
C 0.584 4.641 2.325 -0.8904 0.4773 -0.8813
C 0.658 5.864 1.670 -0.0214 -0.2627 -1.5804
C 0.442 5.957 0.244 0.8869 0.8774 3.2370
C 0.120 4.831 -0.431 0.4635 0.2651 -0.4524
C 0.081 2.471 -2.466 -0.3831 -0.9398 0.2684
C 1.451 2.308 -2.719 -0.9014 -0.0724 -0.3328
C 1.886 2.337 -4.042 0.6970 -0.1107 1.4053
C 0.986 2.429 -5.071 -0.5845 1.2372 -0.7116
C -0.375 2.656 -4.806 0.0537 -0.9276 0.1485
C -0.869 2.595 -3.501 2.8680 0.1843 -0.3380
H -5.029 0.534 -1.772 -0.1597 0.1160 0.7016
H -6.124 2.544 -0.889 -1.7297 0.4284 -0.1194
H -4.772 4.412 0.154 -0.2970 0.5253 0.2662
H -2.383 4.167 0.231 1.2904 1.3356 0.4947
H 0.168 2.617 2.182 -0.0587 -0.1709 -0.7419
H 0.606 4.520 3.386 0.3622 0.3260 0.5098
H 0.882 6.758 2.214 0.1274 0.3745 0.2180
H 0.617 6.924 -0.194 -0.3890 0.0957 -0.3729
H -0.123 4.860 -1.455 -0.0415 0.1750 -1.2076
H 2.141 2.060 -1.912 -0.0278 0.3940 -0.1126
H 2.961 2.285 -4.139 0.0270 -0.2028 -0.6722
H 1.340 2.470 -6.105 -0.1509 -0.1412 0.3378
H -1.065 2.746 -5.632 -0.0228 0.1059 -0.0444
H -1.886 2.642 -3.288 -1.5999 0.2357 0.2492

112
Properties=species:S:1:pos:R:3:forces:R:3 method="wB97M-V/def2-TZVPD" e_lumo_ev=3.3 orbital_gap_ev=5.64 e_homo_ev=-2.33 total_charge=-2 de_lowest_ev=0.746
Ba -0.991 0.168 0.005 -0.4043 1.0726 0.4598
C -3.217 -2.264 2.159 0.0073 -0.0694 -0.1055
N -3.462 -1.008 1.456 0.0663 0.2943 0.1353
C -4.526 -1.207 0.477 -0.0200 -0.0539 -0.0704
C -3.848 0.021 2.436 -0.0989 -0.1024 0.0115
C -3.790 1.449 1.917 -0.1657 0.0440 -0.0502
N -2.403 1.824 1.770 0.2046 -0.2759 -0.1686
C -2.047 3.094 1.611 -0.1632 -0.0995 0.0648
C -0.656 3.402 1.655 -0.0483 0.1035 -0.0093
F 0.208 2.368 1.884 -0.0061 -0.0272 -0.0936
C -0.148 4.661 1.487 0.0362 0.0549 -0.0023
F 1.191 4.836 1.546 -0.0326 -0.0279 0.0029
C -0.968 5.759 1.271 -0.0057 -0.0266 -0.0077
C -2.325 5.497 1.231 -0.0235 0.0289 -0.0237
F -3.176 6.526 1.008 0.0139 -0.0373 0.0070
C -2.862 4.238 1.390 0.2087 0.1377 -0.0346
F -4.209 4.109 1.265 0.0224 -0.0229 0.0301
H -4.123 -2.607 2.687 0.0093 0.0037 0.0027
H -2.420 -2.127 2.892 0.0039 -0.0012 0.0074
H -2.897 -3.025 1.449 -0.0021 -0.0064 0.0180
H -4.253 -2.005 -0.214 0.0003 0.0105 0.0104
H -4.694 -0.302 -0.105 0.0025 -0.0045 0.0015
H -5.474 -1.481 0.972 0.0181 -0.0004 0.0051
H -3.154 -0.052 3.276 -0.0029 0.0329 0.0134
H -4.861 -0.207 2.815 0.0037 0.0151 -0.0038
H -4.333 2.093 2.622 0.0528 -0.0823 0.0934
H -4.368 1.516 0.982 0.0415 0.0306 -0.0045
H -0.574 6.750 1.109 0.0110 -0.0143 0.0093
O -5.728 -4.031 -4.350 -0.0239 0.0570 -0.0656
C -4.533 -4.262 -4.081 0.0368 -0.0241 0.0381
O -3.844 -5.282 -4.271 -0.0043 -0.0208 0.0381
C -3.790 -3.095 -3.391 0.0941 -0.1043 0.0580
C -4.161 -1.776 -3.610 -0.0309 0.1146 0.0693
C -3.479 -0.762 -2.957 -0.2327 0.0362 -0.0172
N -2.481 -0.983 -2.107 0.6274 -0.2487 0.1901
C -2.097 -2.257 -1.910 0.2267 -0.4074 0.1158
C -2.725 -3.327 -2.521 -0.1348 -0.0774 -0.1648
C -0.891 -2.488 -0.962 -0.4700 0.2686 -0.2191
O 0.098 -1.730 -1.176 0.3474 -0.3686 -0.3360
O -1.019 -3.234 0.020 -0.1722 -0.2890 -0.0199
H -4.992 -1.563 -4.269 0.0119 -0.0033 0.0017
H -3.753 0.278 -3.109 0.0078 -0.0168 -0.0004
H -2.398 -4.344 -2.356 0.0224 0.0256 0.0372
Cl -2.184 3.940 -4.311 0.0892 -0.0194 0.0838
C -1.460 3.262 -2.713 -0.1801 0.1561 -0.2569
H -1.465 4.144 -2.065 0.0330 -0.0166 0.0542
H -2.275 2.616 -2.365 0.0687 -0.0844 0.0313
C 3.015 5.926 -3.531 0.0191 0.0190 -0.0020
C 3.232 5.386 -2.269 0.0188 0.0357 -0.0162
C 2.477 4.308 -1.834 -0.0562 0.0188 0.0478
C 1.485 3.762 -2.645 0.1948 0.0428 0.0524
C 1.267 4.311 -3.903 0.0145 -0.0192 -0.0128
C 2.032 5.385 -4.344 -0.0470 -0.0373 -0.0248
As 0.396 2.272 -2.026 0.0579 -0.2730 -0.0649
C 0.493 0.943 -3.475 0.0370 0.2136 0.1645
C -0.444 0.849 -4.493 -0.0320 -0.0619 -0.0455
C -0.335 -0.152 -5.450 -0.0850 0.0363 -0.0135
C 0.718 -1.052 -5.397 0.0548 -0.0414 0.0042
C 1.659 -0.961 -4.384 -0.0571 0.0181 0.0026
C 1.553 0.030 -3.412 0.0169 -0.0593 -0.0706
C 2.458 0.142 -2.248 -0.0148 -0.0767 0.0430
C 3.527 -0.712 -1.982 -0.0116 0.0366 0.0393
C 4.259 -0.553 -0.812 0.0345 -0.0406 -0.0731
C 3.906 0.426 0.106 -0.0316 0.0616 0.0618
C 2.832 1.271 -0.164 0.1008 -0.0720 0.0310
C 2.126 1.162 -1.356 -0.2715 0.4302 -0.1222
H 3.609 6.764 -3.877 0.0007 0.0008 0.0145
H 3.993 5.806 -1.621 -0.0027 -0.0043 0.0008
H 2.659 3.897 -0.849 -0.0124 -0.0150 -0.0228
H 0.492 3.908 -4.542 0.0019 -0.0314 0.0177
H 1.849 5.796 -5.330 0.0190 0.0150 0.0072
H -1.268 1.547 -4.540 0.0163 0.0177 0.0138
H -1.084 -0.236 -6.229 0.0048 0.0003 0.0048
H 0.793 -1.840 -6.137 0.0090 0.0014 0.0109
H 2.464 -1.685 -4.337 -0.0034 -0.0053 0.0036
H 3.788 -1.511 -2.667 -0.0030 -0.0051 -0.0075
H 5.090 -1.219 -0.605 0.0009 0.0066 0.0109
H 4.461 0.530 1.034 0.0067 -0.0159 -0.0098
H 2.559 2.025 0.573 -0.0165 0.0168 -0.0347
C 1.629 -5.401 2.389 0.0488 0.0459 -0.0626
Si 2.366 -4.416 0.961 -0.1448 -0.1371 0.0645
C 4.222 -4.781 0.888 -0.0630 -0.0289 0.0256
C 1.607 -4.961 -0.661 0.0696 0.0195 0.0632
C 2.273 -2.560 1.240 0.1466 0.1987 -0.2298
Te 0.746 -1.627 2.382 -0.1483 -0.5683 0.2972
C 2.011 -0.230 3.396 0.1193 0.1812 -0.0657
Si 1.526 -0.005 5.187 -0.0416 0.0086 0.0326
C 2.079 -1.502 6.188 -0.0381 0.0760 -0.0543
C -0.336 0.201 5.321 0.0450 0.0348 -0.0114
C 2.362 1.546 5.861 -0.0449 -0.0746 -0.0069
H 1.500 -6.443 2.085 0.0072 -0.0140 0.0246
H 0.651 -5.012 2.680 0.0054 0.0054 -0.0712
H 2.271 -5.384 3.274 0.0031 0.0373 -0.0155
H 4.412 -5.852 0.782 -0.0178 -0.0060 -0.0113
H 4.726 -4.440 1.796 -0.0017 0.0057 -0.0120
H 4.684 -4.276 0.035 -0.0155 0.0240 0.0099
H 2.066 -5.898 -0.990 -0.0085 0.0022 0.0123
H 1.764 -4.211 -1.440 0.0042 0.0229 0.0253
H 0.532 -5.111 -0.568 -0.0215 0.0455 0.0238
H 2.244 -2.079 0.260 0.0427 0.0207 0.0365
H 3.192 -2.244 1.741 0.0071 -0.0206 -0.0571
H 1.954 0.722 2.865 0.0232 -0.0179 -0.0218
H 3.030 -0.607 3.284 -0.0067 0.0011 0.0873
H 1.751 -2.425 5.704 -0.0163 0.0225 -0.0084
H 1.653 -1.483 7.195 0.0118 0.0127 0.0033
H 3.167 -1.539 6.282 -0.0032 0.0110 -0.0096
H -0.860 -0.750 5.200 0.0360 -0.0269 0.0109
H -0.726 0.884 4.560 0.0544 0.0286 -0.0056
H -0.597 0.609 6.301 -0.0388 -0.0259 -0.0007
H 3.451 1.476 5.799 -0.0055 -0.0270 -0.0089
H 2.095 1.710 6.908 0.0042 -0.0016 -0.0013
H 2.054 2.428 5.295 -0.0211 -0.0220 -0.0102